Below is 7 unconnected molecules or ions with the total composition C43H91F6N4O8 in a non-equilibrium geometry, with properties calculated with wB97M-V/def2-TZVPD.

## Properties
- LUMO energy (spin up / spin down) (eV) = -0.600 / -0.687
- E_HOMO (spin up / spin down) (eV) = -4.0 / -5.0
- 2S+1 = 2
- HOMO-LUMO gap (spin up / spin down) (eV) = 3.45 / 4.31

Structure (XYZ):
```
152
Properties=species:S:1:pos:R:3:forces:R:3
C -1.826 -1.742 -0.720 -0.01 -0.16 -0.24
C -0.606 -1.449 0.139 -0.76 0.62 -0.21
O 0.014 -2.373 0.698 0.38 -0.65 0.88
O -0.333 -0.226 0.237 0.57 0.62 0.32
H -2.740 -1.391 -0.240 0.01 0.05 0.27
H -1.942 -2.793 -0.982 0.10 0.14 -0.01
H -1.738 -1.118 -1.609 -0.09 -0.26 -0.14
C 3.011 -5.306 4.025 -0.06 0.87 -1.34
C 1.903 -4.259 3.994 -1.19 0.70 1.45
C 0.457 -4.811 4.082 -0.42 0.99 -0.24
C -0.705 -3.696 4.496 1.47 -3.13 -0.56
N -2.117 -4.372 4.567 -1.22 -0.23 -1.53
C -3.125 -3.347 4.135 -0.74 1.00 0.61
C -3.022 -3.229 2.604 -0.20 1.16 1.09
C -2.600 -4.573 2.090 0.94 -0.84 0.68
C -2.430 -5.385 3.405 0.81 -0.62 -0.89
C -2.533 -5.116 5.867 2.52 1.62 -0.75
C -2.456 -4.182 7.135 -0.27 -0.45 -1.93
C -3.020 -4.920 8.248 -1.06 -2.10 2.24
H 2.646 -6.240 4.454 0.54 -0.04 0.01
H 3.902 -4.868 4.473 -0.18 -0.36 0.68
H 3.355 -5.387 2.994 -0.21 -0.92 -0.12
H 2.008 -3.561 3.164 0.04 0.08 0.07
H 1.954 -3.746 4.954 0.44 0.76 -0.04
H 0.546 -5.595 4.834 -0.62 -0.08 0.18
H 0.252 -5.275 3.117 -0.48 0.07 0.06
H -0.741 -2.899 3.753 -0.08 -0.22 0.02
H -0.468 -3.304 5.485 -0.26 0.00 -0.09
H -4.070 -3.634 4.597 -0.29 -0.52 -0.62
H -2.998 -2.352 4.561 0.74 -0.10 0.32
H -3.955 -2.803 2.234 0.11 -0.18 -0.25
H -2.234 -2.489 2.469 -0.12 0.04 -0.67
H -3.272 -5.018 1.356 -0.13 -0.17 0.39
H -1.619 -4.545 1.614 -0.04 0.42 -0.21
H -3.324 -5.975 3.607 -0.26 0.61 0.62
H -1.656 -6.149 3.334 0.24 0.33 0.18
H -1.777 -5.901 5.839 0.10 -0.13 0.83
H -3.454 -5.643 5.615 -0.34 0.69 0.51
H -3.121 -3.325 7.032 0.34 0.29 -0.61
H -1.456 -3.865 7.429 0.10 0.11 -0.68
H -3.256 -4.275 9.094 -0.13 -0.09 -0.03
H -2.417 -5.740 8.639 0.62 0.20 0.01
H -3.897 -5.495 7.954 -0.55 0.47 0.04
C 3.974 9.360 0.975 -0.83 -0.17 -1.21
C 2.661 8.668 0.474 0.46 0.30 0.33
C 2.533 7.243 1.014 -2.94 0.81 0.24
C 0.944 6.954 1.147 3.03 -1.02 1.22
N 0.768 5.434 1.540 -0.21 0.84 -0.34
C 1.210 4.478 0.361 -1.57 0.28 -1.08
C -0.046 3.549 0.038 -0.41 0.39 1.20
C -1.181 4.542 0.379 0.23 0.26 1.50
C -0.747 5.219 1.699 0.71 -1.02 -0.37
C 1.507 5.003 2.869 0.02 1.09 0.12
C 1.298 5.946 4.123 -0.47 0.87 -0.24
C 1.991 5.494 5.419 0.57 -1.83 -0.20
H 4.448 8.882 1.832 -0.04 -0.37 -0.27
H 3.746 10.371 1.315 0.19 0.09 -0.38
H 4.608 9.351 0.088 0.64 0.41 0.53
H 2.522 8.556 -0.602 0.84 0.37 -0.29
H 1.860 9.379 0.677 -0.51 -0.53 0.76
H 3.006 7.210 1.995 -0.10 -0.45 -0.06
H 2.975 6.549 0.299 0.11 -0.08 0.29
H 0.399 7.303 0.270 -0.03 -1.03 -0.33
H 0.509 7.531 1.962 0.30 -0.13 0.22
H 2.251 4.180 0.479 -0.42 -0.67 0.53
H 1.228 5.067 -0.557 0.14 0.66 0.27
H -0.121 2.607 0.580 0.17 0.17 0.50
H -0.281 3.221 -0.974 1.09 0.38 -0.41
H -2.163 4.120 0.592 0.10 -0.30 -0.56
H -1.264 5.286 -0.413 -0.18 0.00 -0.02
H -0.795 4.544 2.553 -0.50 -0.22 -0.20
H -1.289 6.124 1.973 0.37 0.16 -0.24
H 2.568 4.851 2.671 0.02 0.48 -0.32
H 1.154 3.990 3.058 -0.37 0.11 0.09
H 0.240 6.193 4.210 -0.42 -0.86 0.46
H 1.616 6.984 4.023 0.78 -0.06 -0.99
H 3.047 5.315 5.220 0.20 0.14 -0.32
H 1.668 4.507 5.751 -0.37 -0.13 -0.10
H 2.031 6.067 6.345 -0.74 0.79 -0.55
C 4.333 -1.064 3.081 -0.54 0.25 -0.29
C 3.408 -0.942 1.897 0.62 0.78 2.44
O 3.629 -1.257 0.733 -0.01 -0.54 -2.21
N 2.012 -0.451 2.256 0.75 1.05 0.23
H 1.400 -1.000 1.670 -1.16 -0.38 -1.01
H 1.697 -0.585 3.206 0.27 -0.57 0.68
C 1.806 1.023 1.976 0.34 -0.87 -0.86
H 3.819 -1.686 3.814 0.22 -0.23 0.71
H 4.589 -0.112 3.547 -0.11 0.25 0.28
H 5.301 -1.498 2.831 -0.30 -0.26 -0.31
H 2.638 1.592 2.391 0.02 -0.21 0.09
H 0.843 1.379 2.342 -0.14 -0.16 -0.05
H 1.839 1.005 0.887 -0.19 0.68 0.05
C 3.101 -0.096 -5.651 0.68 0.82 1.48
C 1.669 -0.487 -5.334 -0.19 0.92 0.26
N 0.974 0.448 -4.254 -0.92 1.14 -0.46
C 0.796 1.893 -4.829 0.81 -0.79 1.36
C -0.478 -0.144 -4.117 0.12 -1.77 1.30
C -1.323 -0.345 -5.331 -0.40 0.83 -2.12
C 1.671 0.594 -2.818 0.21 -0.75 -0.71
C 2.215 -0.701 -2.201 -1.06 -0.71 -0.20
O 3.121 -1.463 -2.986 -0.12 1.15 0.80
C 3.297 -2.775 -2.437 0.04 0.51 -1.03
H 3.212 0.928 -6.009 -0.44 -0.06 -0.79
H 3.679 -0.779 -6.274 -0.58 -0.11 -0.14
H 3.682 0.002 -4.734 0.01 -0.57 0.26
H 1.487 -1.503 -4.983 0.30 -0.16 -0.13
H 1.076 -0.329 -6.234 -0.19 -0.08 0.26
H 1.790 2.313 -4.986 0.01 -0.31 -0.56
H 0.404 2.523 -4.030 -0.47 -0.34 -0.06
H 0.138 1.919 -5.697 0.23 -0.26 0.14
H -1.103 0.340 -3.367 0.74 0.84 -0.02
H -0.359 -1.146 -3.707 0.66 -0.07 0.15
H -1.716 0.601 -5.702 -0.05 0.18 -0.07
H -2.237 -0.924 -5.199 0.13 0.02 1.07
H -0.899 -0.897 -6.170 0.60 0.01 0.22
H 0.934 0.984 -2.116 -0.58 -0.37 -0.24
H 2.432 1.373 -2.775 0.23 0.02 -1.14
H 1.326 -1.289 -1.972 -0.27 -0.53 -0.24
H 2.596 -0.546 -1.191 0.40 0.59 0.03
H 3.663 -2.802 -1.411 -0.18 0.34 0.13
H 4.063 -3.174 -3.103 -0.24 -0.55 0.14
H 2.328 -3.260 -2.556 0.16 -0.58 0.17
C -4.010 2.500 -3.808 -0.94 -0.32 -5.07
O -4.523 3.857 -4.011 -1.26 1.22 0.39
O -3.800 1.918 -5.073 0.89 1.17 4.00
C -2.887 2.565 -2.655 -1.27 -1.69 -1.71
F -1.586 2.827 -2.895 0.25 1.09 -0.51
F -3.251 3.270 -1.589 -0.05 0.88 0.61
F -2.842 1.286 -2.251 0.02 -0.90 0.73
C -5.883 4.031 -4.543 0.21 -2.22 -0.26
C -6.432 5.370 -4.211 1.23 0.82 0.50
H -6.335 5.540 -3.139 -0.02 0.21 0.06
H -5.724 6.004 -4.744 -0.32 0.86 0.25
H -7.457 5.598 -4.505 0.09 -0.40 -0.28
H -6.599 3.257 -4.269 0.33 -0.55 1.13
H -5.995 3.879 -5.617 1.10 0.21 -0.44
H -4.817 1.950 -3.325 -0.12 -0.19 0.83
C -0.020 -4.751 -4.772 2.32 2.84 -3.23
O -0.183 -5.965 -5.421 -1.88 -1.84 -1.20
O 0.608 -3.805 -5.686 -2.23 -1.52 3.11
C -1.442 -4.335 -4.066 1.52 0.28 -2.96
F -2.075 -5.298 -3.465 -1.20 -2.62 0.37
F -1.182 -3.515 -3.098 1.26 2.44 1.94
F -2.360 -3.680 -4.838 0.47 -0.52 -0.35
C 0.905 -6.720 -5.952 -0.46 -0.27 1.35
C 0.414 -8.040 -6.599 -0.01 1.02 0.20
H 1.233 -8.370 -7.238 -0.21 -0.10 -0.31
H 0.155 -8.883 -5.960 -0.03 0.33 0.42
H -0.472 -7.753 -7.165 0.08 -0.30 -0.36
H 1.494 -6.940 -5.062 0.79 -0.15 -0.09
H 1.519 -6.230 -6.708 -0.25 0.64 0.22
H 0.675 -4.934 -3.953 0.00 0.12 0.96
```
Forces are in eV/Å.

Mulliken population analysis, charges in e, atoms 1 to 4: number 1, C, carries -0.82; number 2, C, carries 0.82; number 3, O, carries -0.81; number 4, O, carries -0.65